A structure of composition C32H30F6I2N4O4P2S2Se4Ti in a non-equilibrium geometry. Source: the OMol25 dataset; level of theory: ωB97M-V/def2-TZVPD.

The geometry in XYZ format:
```
87
Properties=species:S:1:pos:R:3:forces:R:3:mulliken_charge:R:1
Ti -0.5931 -0.0230 -0.3128 1.03 -0.02 -1.59 -1.21
F -0.5895 1.8588 4.0181 -0.03 0.34 -0.16 -0.15
C -1.6813 1.3668 3.4867 0.30 -0.90 0.04 0.71
F -2.7333 1.6323 4.2080 -0.15 0.32 -0.18 -0.16
F -1.5411 0.0263 3.3857 -0.10 0.18 0.19 -0.18
S -1.8511 1.8738 1.6951 -0.81 -0.09 1.04 0.82
O -0.6773 1.1097 1.1581 0.15 0.37 0.96 -0.06
O -1.8029 3.2624 1.4747 -0.05 0.12 0.08 -0.55
N -3.1824 1.1372 1.3285 0.00 0.26 -0.15 -0.30
S -3.4507 0.0014 0.3087 -1.16 0.28 0.33 0.80
O -2.2170 -0.8415 0.1369 -1.28 -0.53 0.35 0.04
O -4.0472 0.3492 -0.9269 -0.37 0.02 0.11 -0.56
C -4.5493 -1.1883 1.2226 0.48 -0.51 0.22 0.57
F -4.5786 -2.2795 0.4648 -0.14 0.09 -0.04 -0.18
F -3.9404 -1.4749 2.3671 -0.11 0.09 0.02 -0.15
F -5.7467 -0.7291 1.4327 0.00 0.27 -0.13 -0.14
Se 3.3659 -1.7424 -4.8332 -0.03 0.21 -0.01 -0.28
P 3.6742 0.2651 -4.2478 0.11 -0.34 -0.41 0.48
C 3.1432 1.4992 -5.4587 0.08 -0.08 0.29 0.59
C 2.8480 1.0843 -6.7523 -0.03 -0.08 -0.02 -0.67
C 2.5463 2.0219 -7.7263 0.00 0.06 -0.03 -0.68
C 2.5589 3.3736 -7.4130 -0.01 -0.02 -0.02 -0.67
C 2.8751 3.7884 -6.1266 -0.04 0.08 0.12 -1.02
C 3.1615 2.8554 -5.1414 -0.06 0.04 -0.08 -0.11
C 5.3694 0.6850 -3.7811 -0.31 0.00 -0.03 0.93
C 6.0839 1.6475 -4.4908 0.02 0.00 0.09 -0.28
C 7.4128 1.8809 -4.1721 0.03 0.00 -0.02 -0.78
C 8.0255 1.1510 -3.1650 0.02 0.05 -0.02 -0.54
C 7.3137 0.1830 -2.4691 -0.05 -0.05 0.04 -0.80
C 5.9853 -0.0593 -2.7752 0.08 0.06 0.04 -0.51
C 2.6416 0.4205 -2.7390 -0.87 0.46 -0.11 0.22
C 1.4134 0.9613 -2.3571 0.36 -0.14 0.02 -0.79
N 1.1001 0.3487 -1.1594 0.98 0.74 -1.15 1.93
N 2.0724 -0.5263 -0.8775 0.20 -0.14 0.36 -0.52
N 2.9695 -0.4923 -1.7831 0.29 -0.12 0.30 -0.29
P 0.1822 2.1139 -2.9859 0.40 -0.26 -0.27 0.26
Se -1.6121 1.8307 -1.6992 0.43 -0.29 -0.52 0.33
C 0.8218 3.7859 -2.8060 -0.20 -0.32 -0.03 1.11
C 1.5640 4.0435 -1.6518 -0.03 -0.03 0.03 -0.26
C 2.0687 5.3133 -1.4379 0.01 0.01 0.06 -0.72
C 1.8099 6.3267 -2.3529 -0.01 -0.04 -0.01 -0.65
C 1.0514 6.0698 -3.4859 -0.02 0.05 -0.05 -0.82
C 0.5575 4.7973 -3.7235 -0.03 -0.03 -0.04 -0.56
C -0.3640 1.5972 -4.6210 -0.08 0.36 0.30 1.65
C 0.0122 0.3717 -5.1613 0.13 0.00 0.12 -0.06
C -0.5600 -0.0455 -6.3526 -0.06 -0.03 -0.06 -1.24
C -1.4992 0.7490 -6.9951 0.04 -0.03 0.04 -0.69
C -1.8931 1.9599 -6.4382 -0.04 0.08 0.04 -0.98
C -1.3431 2.3798 -5.2404 0.02 -0.06 0.00 -0.89
H 2.8688 0.0280 -6.9913 -0.01 0.00 0.04 0.39
H 2.3260 1.6987 -8.7348 -0.01 0.00 0.00 0.46
H 2.3419 4.1087 -8.1767 0.01 0.00 -0.01 0.46
H 2.9214 4.8431 -5.8946 -0.03 0.05 0.02 0.53
H 3.4366 3.1834 -4.1450 0.01 0.03 0.02 0.74
H 5.6182 2.2113 -5.2868 0.03 -0.03 -0.01 0.35
H 7.9695 2.6288 -4.7202 0.02 -0.01 0.00 0.43
H 9.0644 1.3345 -2.9260 0.01 -0.01 0.01 0.41
H 7.7987 -0.3935 -1.6930 0.01 0.01 0.01 0.42
H 5.4273 -0.8188 -2.2435 0.04 -0.03 -0.04 0.41
H 1.7397 3.2585 -0.9236 0.08 0.01 -0.02 0.07
H 2.6592 5.5172 -0.5552 -0.01 -0.01 0.01 0.50
H 2.1979 7.3208 -2.1776 0.00 0.01 0.00 0.45
H 0.8418 6.8640 -4.1897 0.02 -0.01 -0.01 0.50
H -0.0160 4.5979 -4.6171 0.06 0.03 -0.05 0.40
H 0.7393 -0.2644 -4.6701 0.07 0.00 -0.07 0.45
H -0.2709 -0.9989 -6.7750 0.05 0.01 -0.01 0.59
H -1.9418 0.4176 -7.9246 0.01 0.00 -0.01 0.49
H -2.6448 2.5651 -6.9259 0.00 0.00 0.00 0.49
H -1.7012 3.2833 -4.7615 -0.03 0.04 -0.11 0.55
C -0.9389 -2.9927 1.9101 -0.13 0.17 -0.01 -1.00
Se 0.5013 -1.9513 1.1037 0.43 -0.83 -0.05 0.33
C 0.9392 -3.2824 -0.2887 -0.02 0.21 -0.12 -0.88
C -0.1405 -3.4641 -1.3378 -0.14 0.13 -0.02 -0.86
Se -0.5409 -1.7946 -2.3233 0.15 -0.55 -0.11 0.45
C -2.3164 -2.2491 -2.9654 -0.11 0.12 0.17 -1.15
H -0.5341 -3.9654 2.1794 0.07 0.04 -0.03 0.49
H -1.7734 -3.0963 1.2225 0.02 -0.03 0.01 0.14
H -1.2648 -2.4800 2.8107 0.02 0.04 -0.01 0.30
H 1.1149 -4.2205 0.2380 -0.03 0.03 0.04 0.63
H 1.8768 -2.9518 -0.7299 0.00 0.02 0.08 0.36
H -1.0834 -3.8113 -0.9163 0.01 0.02 0.01 0.41
H 0.1914 -4.1833 -2.0874 0.00 0.01 0.01 0.65
H -2.2667 -3.2068 -3.4776 0.08 0.00 0.03 0.48
H -2.6041 -1.4735 -3.6724 0.04 0.02 0.03 0.31
H -3.0245 -2.2826 -2.1410 0.01 -0.03 -0.01 0.24
I 2.5987 1.4872 1.8797 0.31 -0.12 0.15 0.10
I 4.2865 -0.5763 1.8982 -0.09 0.19 0.02 -0.06
```
Forces are in eV/Å.

Properties
E_tot, eV: -405063.015
Net charge: +2
M, u: 1392.20
Spin multiplicity: 1